Entry 1:
The following is a quantum chemistry calculation of C17H38LiNO17P as an isolated structure at a distorted geometry, from the Open Molecules 2025 dataset.

Each line ends with the Löwdin charge.
Geometry (Å):
C1 -1.2309 4.0014 -3.1668  0.0137
N1 -0.5447 4.9215 -2.2097  -0.2974
C2 0.6216 5.6810 -2.8727  -0.0021
C3 -1.4314 6.0676 -1.6939  0.0011
C4 0.0075 4.1809 -1.0266  -0.1416
C5 -0.9543 3.7174 0.0432  -0.2074
O1 -0.3713 2.6924 1.0339  -0.2274
H1 -1.5681 4.6690 -3.9163  0.0838
H2 -2.1226 3.4490 -2.8908  0.1094
H3 -0.4963 3.2990 -3.4037  0.0664
H4 0.2244 6.2148 -3.7105  0.0862
H5 1.4615 5.0263 -3.3022  0.1408
H6 1.2588 6.2499 -2.3503  0.0485
H7 -1.6534 6.7216 -2.5541  0.0961
H8 -0.9968 6.5725 -0.9304  0.0563
H9 -2.4952 5.7448 -1.3743  0.1454
H10 0.5987 4.8039 -0.4346  0.0994
H11 0.7357 3.4672 -1.4422  0.1505
H12 -1.7180 2.9875 -0.3037  0.0934
H13 -1.3463 4.5335 0.7030  0.1118
H14 -0.2013 1.8282 0.3943  -0.0420
Li1 -0.1763 -0.8494 -0.0731  0.5582
P1 -1.3757 0.6485 -1.7136  -0.2134
O2 -2.7182 1.0419 -1.2335  -0.3857
O3 -0.2880 0.9054 -0.5534  -0.4640
O4 -1.1464 1.0992 -3.1018  -0.3866
O5 -1.1157 -0.7809 -1.6069  -0.4446
C6 -1.2150 0.2587 3.2085  0.0305
O6 -1.1281 -1.0991 3.6421  0.0149
C7 -0.4472 -2.0000 2.9265  -0.4841
O7 -0.1009 -1.7690 1.7609  0.0563
O8 -0.3861 -3.2532 3.4724  0.0117
C8 0.0981 -4.3291 2.7520  -0.0838
H15 -1.5547 0.8949 3.9156  0.0698
H16 -1.8695 0.1784 2.4547  0.0552
H17 -0.1998 0.5390 2.9535  0.1090
H18 -0.2740 -4.7253 1.9041  0.0263
H19 0.2682 -5.1388 3.4964  0.0961
H20 1.2881 -4.3376 2.1334  0.1732
C9 3.4603 -3.4589 -0.0196  -0.0239
O9 2.4410 -4.2519 -0.6485  0.0242
C10 1.2304 -3.8056 -0.6278  -0.4792
O10 0.9024 -2.5214 -0.5199  -0.0397
O11 0.2886 -4.6116 -1.2083  -0.0359
C11 -1.0143 -4.1525 -1.2985  -0.0704
H21 4.5566 -3.6166 -0.1911  0.1226
H22 3.0784 -3.0035 0.9427  0.1137
H23 3.5235 -2.7493 -0.7222  0.0239
H24 -1.0640 -3.3079 -2.1371  0.1448
H25 -1.3515 -3.7577 -0.3526  0.0674
H26 -1.5730 -5.0449 -1.5978  0.0911
C12 2.8664 0.2201 0.8127  -0.0206
O12 4.2790 0.5395 0.5780  -0.0631
C13 4.8338 0.4019 -0.7266  -0.5513
O13 4.3487 -0.3767 -1.5845  0.0754
O14 5.9247 1.0820 -0.7494  0.0153
C14 6.7331 0.8802 -1.9986  0.0247
H27 2.7166 0.7187 1.7397  0.0771
H28 2.6741 -0.8360 0.8885  0.0422
H29 2.1520 0.5141 -0.0760  0.1320
H30 6.0325 1.0980 -2.8530  0.1233
H31 7.1963 -0.0613 -1.9722  0.0724
H32 7.5876 1.4931 -1.9179  0.0674
C15 -3.7737 -1.1490 0.5788  -0.0362
O15 -4.0470 -1.7223 1.7985  -0.0133
C16 -3.9575 -2.9803 2.1205  -0.5403
O16 -3.5423 -3.7330 1.1867  0.0440
O17 -4.2659 -3.3548 3.3696  -0.0161
C17 -4.2022 -4.6785 3.7111  -0.0848
H33 -3.4537 -0.1578 0.8793  0.0857
H34 -4.6001 -1.2334 -0.1823  0.1406
H35 -2.8732 -1.5928 0.3966  0.0450
H36 -5.1274 -4.9518 3.2363  0.0969
H37 -4.2635 -4.8064 4.7876  0.0830
H38 -3.1534 -5.1447 3.4279  0.1384

The charge is -1. Its LUMO energy is 2.07 eV. As for the gap between HOMO and LUMO: 4.40 eV. The relative energy (zero: lowest compared OMol25 entry of this formula, charge and spin) comes out at 0.00 kJ/mol. For the HOMO energy, the calculation gives -2.3 eV. As for the spin multiplicity: 1.

Entry 2:
The following is a quantum chemistry calculation of C28H46BrFeN3P2 as an isolated structure at a distorted geometry, from the Open Molecules 2025 dataset.

Each line ends with the Löwdin charge.
Geometry (Å):
N1 5.2693 -3.3682 0.3961  0.0708
C1 4.9330 -2.8000 1.5720  -0.1235
C2 3.5930 -2.6559 1.9817  -0.0320
C3 2.5604 -3.1520 1.1582  -0.2267
C4 2.9283 -3.8088 -0.0412  -0.0199
C5 4.2917 -3.8927 -0.3631  -0.1260
C6 1.1823 -2.8261 1.4683  -0.0430
Fe1 -0.4723 0.0641 0.1103  0.5174
P1 -2.1958 1.4816 0.2341  0.9038
C7 0.1447 -3.1074 0.5868  -0.0499
C8 -1.2946 -2.9433 0.9136  -0.2339
C9 -2.2870 -3.2331 -0.0784  -0.0204
C10 -3.6108 -2.8375 0.1253  -0.1087
C11 -3.8816 -2.0506 1.2408  -0.5758
C12 -3.0318 -1.9971 2.3463  -0.0999
C13 -1.7140 -2.4674 2.1962  -0.0201
Br1 -5.6081 -1.0507 1.2804  0.8343
H1 1.0264 -2.1203 2.2650  0.0928
H2 0.3582 -3.1329 -0.4932  0.0964
H3 3.3567 -2.0406 2.8597  0.0959
H4 2.2324 -4.1395 -0.8107  0.1085
H5 5.7593 -2.4388 2.2246  0.1219
H6 4.6416 -4.3896 -1.2722  0.1199
H7 -1.9739 -3.7726 -0.9804  0.1278
H8 -0.9988 -2.4629 3.0265  0.1214
H9 -4.3995 -3.1029 -0.5762  0.1248
H10 -3.3922 -1.6067 3.2946  0.1214
P2 0.7899 0.2170 -1.8711  0.9098
C14 -2.3712 1.5730 2.0770  -0.3571
C15 -3.8379 1.6744 2.4709  -0.1619
H11 -1.7854 2.4103 2.4943  0.0998
H12 -1.9147 0.6446 2.4649  0.0522
H13 -4.0142 1.7499 3.5519  0.0945
H14 -4.3340 2.5230 1.9862  0.0698
H15 -4.3693 0.7782 2.1208  -0.0476
C16 -3.4240 0.5197 -0.7669  -0.3854
C17 -4.6882 1.3167 -1.0737  -0.1542
H16 -3.7170 -0.3731 -0.2071  -0.0162
H17 -2.9371 0.1316 -1.6788  0.0696
H18 -5.4992 0.6934 -1.4704  0.0837
H19 -5.0537 1.8019 -0.1628  0.0562
H20 -4.4779 2.1029 -1.8036  0.0775
C18 -1.9480 3.1230 -0.5006  -0.3797
C19 -2.9956 4.1375 -0.0439  -0.1196
H21 -1.9204 3.0408 -1.5984  0.0838
H22 -0.9373 3.4006 -0.1749  0.0602
H23 -2.8664 5.1217 -0.5146  0.0934
H24 -4.0096 3.7928 -0.2773  0.0624
H25 -2.9453 4.2691 1.0412  0.0742
C20 1.6760 1.7938 -2.2397  -0.3816
C21 0.9145 3.1076 -2.3195  -0.1273
H26 2.1788 1.5992 -3.1992  0.1008
H27 2.4500 1.8444 -1.4603  0.0613
H28 1.5207 3.8268 -2.8821  0.0928
H29 -0.0518 3.0235 -2.8270  0.0627
H30 0.7410 3.5457 -1.3339  0.0539
C22 -0.3765 0.0964 -3.3025  -0.3953
C23 -0.9479 -1.3053 -3.4884  -0.1395
H31 0.1890 0.4225 -4.1942  0.1031
H32 -1.1700 0.8379 -3.1040  0.0650
H33 -1.5958 -1.3333 -4.3724  0.0912
H34 -0.1510 -2.0484 -3.6229  0.0735
H35 -1.5521 -1.6091 -2.6220  0.0450
C24 2.1172 -1.0161 -2.3082  -0.3615
C25 3.5287 -0.6864 -1.8421  -0.1356
H36 2.1074 -1.1239 -3.4053  0.1008
H37 1.8010 -1.9839 -1.8898  0.0508
H38 4.2155 -1.4757 -2.1697  0.0849
H39 3.8989 0.2607 -2.2477  0.0694
H40 3.5953 -0.6444 -0.7487  0.0628
C26 3.8035 0.7679 3.1261  0.0113
N2 3.0816 1.4991 2.0766  -0.1537
C27 3.5966 2.8375 1.7722  0.0106
C28 2.0331 1.0440 1.4920  -0.1667
N3 1.0289 0.5852 1.0616  0.0674
H41 4.4492 1.5219 3.5798  0.0960
H42 4.4346 -0.0217 2.6930  0.0887
H43 3.1156 0.3814 3.8905  0.1131
H44 3.9493 2.9056 0.7248  0.1077
H45 2.8268 3.6060 1.9713  0.1135
H46 4.4317 2.9443 2.4638  0.0924

As for the expectation value of S²: 6.019. The charge is +2. Its LUMO energy (alpha / beta) is -5.96 / -6.48 eV. As for the gap between HOMO and LUMO (alpha / beta): 7.35 / 6.86 eV. For the HOMO energy (alpha / beta), the calculation gives -13.3 / -13.3 eV. As for the spin multiplicity: 5.

Entry 3:
The following is a quantum chemistry calculation of C3H6BrNS in the gas phase at a distorted geometry, from the Open Molecules 2025 dataset.

Each line ends with the Löwdin charge.
Geometry (Å):
Br1 0.3690 -0.3945 -2.6059  0.5384
C1 -0.8584 -0.2434 -0.9677  -0.8016
C2 -0.4386 0.8791 0.0521  -0.2604
C3 0.6188 0.2476 1.0260  -0.2764
N1 0.9127 -1.1244 0.5659  -0.4490
S1 -0.5564 -1.8196 0.1089  0.7989
H1 -1.9382 -0.2335 -1.1991  0.0552
H2 -1.2924 1.1723 0.5354  0.0590
H3 -0.1513 1.7734 -0.5825  0.1154
H4 1.6350 0.7546 1.2301  0.1384
H5 0.1793 0.0206 2.0188  0.1000
H6 1.5204 -1.0322 -0.1819  -0.0179

Its LUMO energy is 0.52 eV. The SMILES is Br[C@@H]1CCNS1. As for the gap between HOMO and LUMO: 9.61 eV. The relative energy (zero: lowest compared OMol25 entry of this formula, charge and spin) comes out at 15.95 kJ/mol. For the HOMO energy, the calculation gives -9.1 eV. As for the spin multiplicity: 1.